Record 1
ORCA calculation (ωB97M-V/def2-TZVPD) on a cluster of 2 separate species, C8H15N in total at a distorted geometry.

ORCA input file:
```
! RIJCOSX wB97M-V def2-TZVPD def2/J DEFGRID3
* xyz 0 1
H 2.89929 -0.53424 -1.05368
N 2.82693 -0.18012 -0.10274
C 1.73900 0.41059 0.17255
C 1.54243 0.86740 1.57618
C 0.61804 0.61295 -0.78368
C -0.21338 1.65092 -0.64891
C 0.64043 -0.20743 -2.04516
H 0.51622 0.48041 1.91360
H 2.31328 0.44038 2.21384
H 1.58848 1.95368 1.63540
H -0.22450 2.26971 0.23168
H -0.95939 1.87450 -1.39603
H 1.42398 0.15504 -2.70952
H 0.84179 -1.25295 -1.82756
H -0.30482 -0.12434 -2.57552
C -0.90465 -1.08218 1.73257
C -1.24687 -1.24119 0.44806
C -2.43533 -0.59346 -0.17988
H -1.50178 -0.46716 2.38753
H -0.17034 -1.72370 2.18953
H -0.74435 -1.98937 -0.15004
H -2.22793 -0.29511 -1.20755
H -3.26790 -1.30551 -0.20699
H -2.74863 0.28120 0.38632
*
```

Properties
LUMO energy: 0.82 eV
Structure (SMILES): [H]/N=C(/C)C(=C)C.C=CC
DFT total energy: -368.50634 hartree
HOMO: -9.165 eV
Maximum force: 1.894 eV/Å
Kohn-Sham gap: 9.989 eV

Record 2
ORCA calculation (ωB97M-V/def2-TZVPD) on a structure of composition C34H61Cl2N2O18P3 at a distorted geometry.

ORCA input file:
```
! RIJCOSX wB97M-V def2-TZVPD def2/J DEFGRID3
* xyz 0 1
C 2.36920 -1.27027 3.95993
C 2.92485 -0.85539 2.56418
C 3.06837 0.68576 2.43875
C 2.39849 1.23311 1.16888
C 0.86781 1.29301 1.43475
C 0.15670 1.46074 0.08434
C -1.29615 1.99615 -0.04349
C -1.35744 3.57381 -0.10793
C -0.09025 4.31867 0.23565
O 0.51925 4.21985 1.25370
N 0.34843 5.29593 -0.74704
C -0.47053 6.49146 -0.46268
C 1.76552 5.59086 -0.57567
N -1.72556 1.49365 -1.40890
P -0.61887 1.51632 -2.73515
C 0.35953 -0.00675 -2.99926
C 0.20251 3.07280 -3.18412
P -3.29166 1.77261 -2.02950
O -3.30347 2.07103 -3.46554
O -4.07027 0.38699 -1.88711
O -4.12264 2.98245 -1.37357
C -2.21649 1.47011 1.12398
C -2.00788 -0.06869 1.11380
C -1.85766 2.21425 2.44554
C -1.43862 1.38813 3.65436
O -1.79606 1.70913 4.74235
O -3.59961 1.72408 0.89229
C -4.57940 1.44270 1.85416
C -4.30680 0.57405 3.07629
O -5.27550 -0.46107 3.23800
O -4.59379 -1.64808 3.50640
P -5.90321 0.52018 0.83822
O -5.49012 -0.84731 0.45142
C -5.27075 2.79921 2.19823
Cl -4.73907 4.24821 1.35773
C -6.26279 2.97434 3.05916
C -6.87661 1.91112 3.92408
Cl -6.96654 4.55586 3.31733
H 1.33699 -1.61264 3.88986
H 2.93948 -2.10221 4.37326
H 2.42299 -0.45959 4.68650
H 2.17015 -1.19238 1.85091
H 3.86589 -1.37252 2.39807
H 2.54216 1.14060 3.27911
H 4.13455 0.90854 2.47590
H 2.54781 0.54084 0.33470
H 2.76445 2.23084 0.92327
H 0.75323 2.07450 2.18098
H 0.67299 0.34858 1.94449
H 0.85802 2.04171 -0.51665
H 0.17032 0.46236 -0.35072
H -1.65808 3.92201 -1.09014
H -2.12450 3.94058 0.58151
H 0.04764 7.18014 0.21541
H -1.40681 6.23668 0.03658
H -0.70761 7.05623 -1.36666
H 2.05367 6.24065 -1.40862
H 2.38269 4.70210 -0.67484
H 1.99027 6.14906 0.33730
H 0.52922 -0.10278 -4.06921
H -0.07419 -0.91188 -2.58651
H 1.36008 0.10386 -2.55428
H 0.62800 3.00912 -4.18587
H 1.04589 3.30897 -2.52097
H -0.46998 3.92486 -3.19680
H -4.70287 0.39370 -2.62297
H -3.90531 3.76203 -1.90690
H -2.93167 -0.62037 1.28151
H -1.68298 -0.44521 0.14664
H -1.29198 -0.45485 1.83694
H -2.66826 2.84873 2.80457
H -1.04289 2.93509 2.31857
H -0.80002 0.49071 3.58408
H -4.37120 1.18927 3.97535
H -3.34308 0.08154 3.12587
H -4.68117 -2.16116 2.68261
H -7.17032 0.63638 1.43916
H -5.97127 1.31613 -0.32921
H -7.76567 2.31157 4.40729
H -7.17802 0.99148 3.43381
H -6.21698 1.63068 4.74519
C -3.44231 -2.88433 6.33540
C -2.08591 -2.66646 6.98960
C -1.68338 -1.22202 7.16000
O -0.25323 -1.30389 7.15308
C 0.08244 -2.39782 6.41952
O 1.18283 -2.65254 6.05320
O -1.01574 -3.15635 6.15936
H -3.35335 -3.46647 5.42074
H -4.10905 -3.42183 7.00992
H -3.93391 -1.94149 6.09629
H -2.03272 -3.20483 7.93928
H -2.03910 -0.78993 8.09314
H -1.99538 -0.58596 6.32725
C 5.42931 -0.62672 -4.74789
C 4.90032 -1.89069 -4.08737
C 4.27750 -2.88857 -5.02774
O 3.35166 -3.57373 -4.17385
C 2.99275 -2.70413 -3.19437
O 2.10010 -2.87884 -2.43001
O 3.79092 -1.60428 -3.21179
H 4.94402 0.26164 -4.34684
H 6.50073 -0.52938 -4.57675
H 5.28616 -0.64232 -5.82907
H 5.68185 -2.35498 -3.48195
H 5.00369 -3.58269 -5.44636
H 3.71433 -2.42186 -5.84032
C 5.11707 -8.12604 -7.20432
C 5.67397 -6.83309 -7.78104
C 7.00007 -6.96564 -8.48685
O 7.55736 -5.65429 -8.33423
C 7.03253 -5.12704 -7.19939
O 7.41798 -4.13310 -6.67373
O 6.00731 -5.89168 -6.74232
H 4.97178 -8.04880 -6.12847
H 4.15332 -8.35886 -7.65581
H 5.77038 -8.97610 -7.40573
H 4.93133 -6.35636 -8.42513
H 6.89644 -7.21898 -9.53974
H 7.67142 -7.68253 -8.00830
*
```

Properties
LUMO energy: 0.43 eV
DFT total energy: -4740.30596 hartree
HOMO: -6.377 eV
Maximum force: 3.584 eV/Å
Kohn-Sham gap: 6.805 eV

Record 3
ORCA calculation (ωB97M-V/def2-TZVPD) on a cluster of 9 separate species, C33H70N2O11 in total at a distorted geometry.

ORCA input file:
```
! RIJCOSX wB97M-V def2-TZVPD def2/J DEFGRID3
* xyz 0 1
C 3.67126 1.02297 -2.19312
N 3.37326 0.26397 -0.87712
C 4.63826 0.31097 -0.18612
C 2.18926 1.08597 -0.18412
C 2.86026 -0.98703 -1.14212
C 2.49026 -1.90503 0.03288
O 2.06726 -3.22103 -0.47912
H 2.73226 1.29497 -2.65812
H 4.25826 0.26097 -2.74012
H 4.14326 1.96597 -2.31312
H 4.36426 -0.17703 0.61088
H 4.91226 1.37097 -0.28612
H 5.53826 -0.23503 -0.61012
H 2.67726 2.00197 0.18888
H 1.78626 0.62197 0.71888
H 1.26226 1.20397 -0.67912
H 3.66226 -1.44503 -1.82412
H 1.99326 -0.92203 -1.79612
H 1.73326 -1.73303 0.72088
H 3.33926 -1.87903 0.80088
H 1.07926 -3.08303 -0.66612
N -0.70374 -0.79903 -0.71312
O -0.69474 -0.01203 -1.69612
O -0.56174 -0.31203 0.39088
O -0.40074 -2.03703 -0.90912
C -5.40074 -1.94003 1.37088
C -4.80474 -1.16403 0.38088
C -4.17174 -2.07103 -0.73412
O -5.04074 -3.23003 -0.55912
C -5.10874 -3.43903 0.86788
H -6.56874 -1.79703 1.36388
H -5.25074 -1.72503 2.37888
H -3.83974 -0.54303 0.85288
H -5.44574 -0.30703 -0.11012
H -3.04974 -2.33703 -0.56112
H -4.10774 -1.78303 -1.59012
H -4.13774 -3.78703 1.26188
H -5.95774 -4.30003 1.01088
C -3.97174 1.45897 2.25588
C -2.57074 0.89897 2.28888
C -2.62074 -0.06703 3.59888
O -3.68474 0.48097 4.34188
C -4.41574 1.46397 3.71588
H -4.62474 0.73997 1.67088
H -4.03674 2.40897 1.81488
H -1.85974 1.60897 2.46888
H -2.22474 0.32597 1.45088
H -1.56074 0.19397 4.01388
H -2.76974 -1.15103 3.41188
H -4.09574 2.47697 3.97188
H -5.39874 1.43397 3.92488
C 2.04526 1.68697 3.16788
C 1.25726 0.42597 2.75588
C 2.31726 -0.70103 2.51788
O 3.34226 0.14897 1.95988
C 3.53326 1.37197 2.75488
H 2.01726 1.79797 4.26188
H 1.73726 2.42897 2.66088
H 0.73126 0.44397 2.03988
H 0.80026 0.31597 3.89888
H 2.25026 -1.42303 1.86888
H 2.68126 -1.26203 3.36888
H 3.92226 1.94097 2.13388
H 4.17126 1.00697 3.44288
C 0.32426 -3.99503 1.81788
C 0.26226 -4.13403 3.28288
C -1.29274 -3.89903 3.59988
O -1.78974 -3.27603 2.45388
C -0.74174 -3.01003 1.51688
H 0.43626 -5.04003 1.55388
H 1.46126 -3.66803 1.48588
H 1.05526 -3.55003 3.91488
H 0.67326 -5.05503 3.75088
H -1.27274 -3.10003 4.53388
H -1.60474 -4.83903 3.73188
H -0.47674 -1.98103 1.52588
H -1.23374 -3.13103 0.54988
C -1.39174 4.68597 1.60988
C -1.74974 3.06897 1.68288
C -0.56374 2.45097 1.00388
O 0.50726 3.32397 1.12388
C 0.08526 4.65697 0.95388
H -1.23774 5.18797 2.53388
H -2.03374 5.11297 0.91188
H -2.76374 3.02897 1.15088
H -1.69574 2.96397 2.71888
H -0.97474 2.34097 -0.10912
H -0.12174 1.55497 1.54388
H -0.08974 4.88697 -0.06112
H 0.73626 5.29597 1.48088
C -0.15074 2.88797 -4.13912
C 0.56326 4.23397 -3.96212
C 1.94226 3.97297 -3.41412
O 2.14226 2.60397 -3.49812
C 0.71926 1.99297 -3.23912
H 0.09226 2.43797 -5.14712
H -1.14774 2.82397 -3.76312
H -0.14274 4.58197 -3.00612
H 0.64926 4.81597 -4.78512
H 2.06026 4.12297 -2.52912
H 2.73726 4.23897 -3.85012
H 0.14326 2.27997 -2.09812
H 0.86526 0.94197 -3.35312
C 1.48526 -1.77203 -6.14712
C 0.46726 -2.57703 -5.48712
C 1.18226 -2.75503 -4.07012
O 2.43726 -2.12203 -4.16012
C 2.36926 -1.11003 -5.16412
H 1.14826 -0.98403 -6.72112
H 2.27126 -2.38803 -6.69112
H 0.60226 -3.54203 -6.00012
H -0.53674 -2.21003 -5.29412
H 1.32226 -3.60203 -3.48412
H 0.59726 -2.22503 -3.45412
H 3.19126 -0.84203 -5.32912
H 1.98526 -0.37703 -4.68212
*
```

Properties
LUMO energy: 0.24 eV
DFT total energy: -2235.37701 hartree
HOMO: -8.711 eV
Maximum force: 16.441 eV/Å
Kohn-Sham gap: 8.947 eV

Record 4
ORCA calculation (ωB97M-V/def2-TZVPD) on a structure of composition C39H37N6O2PdS2 at a distorted geometry.

ORCA input file:
```
! RIJCOSX wB97M-V def2-TZVPD def2/J DEFGRID3
* xyz -1 1
Pd -0.82643 -0.45028 0.27932
C 5.68086 4.29290 -3.53139
C 5.07864 3.33837 -2.53786
C 5.10987 3.60167 -1.17825
C 4.52696 2.72704 -0.26474
C 3.90658 1.57424 -0.71099
C 3.87903 1.29059 -2.07251
C 4.46022 2.16333 -2.96984
S 3.04552 0.51801 0.43669
O 3.53976 0.89667 1.75419
O 3.34718 -0.84523 0.02716
N 1.53362 0.73516 0.19776
C 0.78561 1.85310 0.49913
C 1.28560 2.97320 1.13013
C 0.69367 4.25784 1.25377
C -0.59873 4.69383 1.03605
C -1.72459 3.87205 0.87302
C -3.00264 4.42974 0.70634
C -4.12156 3.65165 0.80013
C -3.93002 2.24718 1.08956
N -2.81260 1.64656 1.22329
C -1.57147 2.39772 1.07428
H 6.22128 5.09278 -3.02661
H 4.91265 4.75147 -4.15611
H 6.38020 3.78464 -4.19846
H 5.59015 4.50538 -0.82140
H 4.55794 2.92748 0.79483
H 3.40115 0.38363 -2.41379
H 4.43556 1.93636 -4.02931
H 2.30902 2.92312 1.47656
H 1.39943 5.03631 1.53399
H -0.77040 5.76609 1.05642
H -3.08104 5.50003 0.53941
H -5.11743 4.04538 0.67253
H -4.82263 1.63124 1.20890
C -0.09760 0.61430 -2.15886
C -0.86794 1.75098 -1.43546
C -0.32662 3.05077 -2.04562
C -0.61644 1.66255 0.11793
C -2.35532 1.57500 -1.77272
C -3.00318 0.34143 -1.62876
C -4.33153 0.17124 -1.96412
C -5.06786 1.23340 -2.47923
C -4.44384 2.45322 -2.65185
C -3.10680 2.61550 -2.30606
H 0.95178 0.89091 -2.27138
H -0.53928 0.42124 -3.13951
H -0.07157 -0.33857 -1.59871
H 0.75018 3.08947 -1.87465
H -0.75780 3.93677 -1.59033
H -0.50093 3.08744 -3.12348
H -1.04224 2.27103 2.03217
H -2.46968 -0.50697 -1.19575
H -4.79834 -0.79518 -1.81984
H -6.11019 1.10430 -2.74109
H -4.99908 3.29624 -3.04407
H -2.65421 3.58553 -2.44161
N 0.95248 -0.42352 4.27552
C -0.33605 -0.24971 4.72811
C -1.12909 -0.40549 3.63587
N -0.35302 -0.66288 2.53267
C 0.88685 -0.66013 2.94959
H 1.80197 -0.29137 4.79663
H -0.55440 -0.00754 5.74880
H -2.19354 -0.28439 3.54178
H 1.75841 -0.76601 2.32389
S 0.11133 -6.36222 2.75442
C -0.23986 -4.95915 1.70935
C -1.54291 -4.52839 1.52119
C -1.75714 -3.39280 0.75567
N -0.76677 -2.69694 0.20459
C 0.48468 -3.12375 0.37288
C 0.79468 -4.25008 1.12109
C -0.13306 -7.67933 1.57498
C 0.86839 -8.02556 0.67864
C 0.64015 -9.07877 -0.19427
N -0.48578 -9.78653 -0.21587
C -1.43708 -9.44788 0.64837
C -1.31316 -8.40845 1.55877
H -2.37446 -5.04856 1.97345
H -2.75695 -3.00621 0.59580
H 1.26495 -2.51504 -0.07657
H 1.82473 -4.54368 1.25551
H 1.80395 -7.48585 0.65809
H 1.40583 -9.36479 -0.90503
H -2.34937 -10.03124 0.61689
H -2.11819 -8.17358 2.24000
*
```

Properties
LUMO energy (spin up / spin down): 1.75 / 1.75 eV
DFT total energy: -2911.56357 hartree
HOMO (spin up / spin down): -1.996 / -1.996 eV
Maximum force: 1.207 eV/Å
Kohn-Sham gap (spin up / spin down): 3.744 / 3.743 eV

Record 5
ORCA calculation (ωB97M-V/def2-TZVPD) on an isolated molecule of C10H13ClN2O2 at a distorted geometry.

ORCA input file:
```
! RIJCOSX wB97M-V def2-TZVPD def2/J DEFGRID3
* xyz 0 3
C -3.84803 -0.99279 -0.38591
C -3.14625 -0.35095 -1.37804
C -3.40406 -0.88112 0.91868
C -1.82738 0.21427 -1.07088
C -2.16107 -0.39305 1.17409
C -1.36575 0.05747 0.20528
C 1.21635 -0.48709 0.16254
C 4.19497 -1.00731 0.33951
C 3.35537 -0.83114 -0.85625
C 0.06242 0.62681 0.38686
N -0.75126 2.81164 0.05215
N 0.16657 1.80296 -0.31466
O 1.17017 -1.60286 0.61643
O 2.17580 0.00068 -0.56982
Cl 0.47705 1.01017 2.22169
H -4.92088 -1.33713 -0.69366
H -3.53571 -0.28094 -2.38332
H -3.91626 -1.21656 1.69026
H -1.18119 0.67108 -1.84819
H -1.79694 -0.35214 2.14600
H 4.33987 0.01375 0.77567
H 3.73351 -1.66324 1.05489
H 5.13975 -1.34752 -0.03700
H 3.19875 -1.83738 -1.28569
H 3.82792 -0.33245 -1.62672
H -0.54694 3.16761 0.98481
H -1.69857 2.30073 0.03912
H 1.04180 2.23650 -0.31784
*
```

Properties
LUMO energy (spin up / spin down): 0.79 / -2.85 eV
DFT total energy: -1108.81459 hartree
HOMO (spin up / spin down): -5.199 / -9.164 eV
Maximum force: 4.972 eV/Å
Kohn-Sham gap (spin up / spin down): 5.990 / 6.319 eV

Record 6
ORCA calculation (ωB97M-V/def2-TZVPD) on a cluster of 2 separate species, C5H9FO2S2 in total at a distorted geometry.

ORCA input file:
```
! RIJCOSX wB97M-V def2-TZVPD def2/J DEFGRID3
* xyz 0 1
C 0.12548 -1.68640 -0.19995
C -0.24790 0.28367 0.65234
C -1.17459 0.10399 -0.51241
C 1.30594 -1.46362 -1.12523
C -0.47029 1.13140 1.89345
O 0.17318 -0.98959 0.98650
O -1.03475 -1.17526 -0.80517
F -0.75780 1.06237 -1.45285
S 2.14769 1.65508 -0.44335
S -2.93125 0.42709 -0.10695
H -0.09417 -2.69313 0.08651
H 1.27690 -2.37644 -1.86643
H 2.29861 -1.50533 -0.57122
H 1.28294 -0.46666 -1.60095
H 0.40422 1.04469 2.39300
H -1.26933 0.65675 2.43521
H -0.57628 2.20123 1.53610
H 2.10706 2.11239 -1.67095
H -2.56564 1.67778 0.37235
*
```

Properties
LUMO energy (spin up / spin down): -1.70 / -1.71 eV
DFT total energy: -1242.50114 hartree
HOMO (spin up / spin down): -8.187 / -8.186 eV
Maximum force: 4.203 eV/Å
Kohn-Sham gap (spin up / spin down): 6.483 / 6.481 eV